(1)
A gas-phase ion, C2H8N5S2 (charge +1) in a non-equilibrium geometry. Source: OMol25; level of theory: ωB97M-V/def2-TZVPD.

Kohn-Sham gap, Ha: 0.365
HOMO energy, Ha: -0.5099
Energy relative to the best compared isomer or geometry (same formula, charge and spin), kcal per mole: 0.0
Net charge: +1
M, g mol⁻¹: 166.26

Cartesian coordinates (Å):
C  0.380  0.719  -0.541
C  -1.873  0.123  -0.120
N  -0.889  0.856  -0.438
N  1.008  -0.164  0.389
N  1.102  1.517  -1.315
N  2.366  -0.463  0.068
N  0.272  -0.938  1.184
S  -2.141  -1.367  -1.025
S  -3.168  0.736  0.853
H  0.666  2.103  -1.926
H  2.012  1.140  -1.567
H  2.471  -1.569  -0.100
H  2.915  -0.240  0.850
H  0.402  -0.758  2.134
H  0.159  -1.865  0.927
H  -3.274  -1.583  -0.512
H  -2.407  1.754  1.135

Atomic forces in eV per Å
C 0.872 -1.482 1.845
C -1.173 -0.774 -1.126
N -0.500 1.178 0.258
N 1.368 1.693 -2.942
N 2.277 -2.615 1.532
N -1.018 -3.245 -1.509
N -1.072 1.252 -0.029
S 2.166 0.702 -0.531
S -0.168 -0.924 -0.170
H -1.522 1.743 -1.888
H -0.010 0.418 0.255
H -0.374 3.249 0.414
H 0.984 0.323 1.293
H 0.281 0.102 1.661
H -0.113 -2.074 -0.578
H -2.283 -0.678 0.983
H 0.286 1.133 0.531

These are the Löwdin partial charges, in e, on atoms 1 to 2: -0.35 -1.05

(2)
C2H8N6 in the gas phase in a non-equilibrium geometry. Source: OMol25; level of theory: ωB97M-V/def2-TZVPD.

Kohn-Sham gap, Ha: 0.348
HOMO energy, Ha: -0.3278
Energy relative to the best compared isomer or geometry (same formula, charge and spin), kcal per mole: 76.2
Structure (SMILES): [H]/N=C/N(N)/C(=N/[H])NN
M, g mol⁻¹: 116.13

Cartesian coordinates (Å):
H  3.434  -0.095  -0.889
N  2.579  -0.335  -1.487
C  1.730  -0.155  -0.502
N  0.424  -0.411  -0.864
N  0.190  -0.626  -2.187
C  -0.632  0.128  -0.064
N  -1.708  0.561  -0.550
H  -2.305  1.087  0.219
N  -0.212  0.368  1.366
N  -1.450  0.497  2.106
H  1.827  0.029  0.603
H  -0.563  -1.431  -2.316
H  -0.546  0.178  -2.346
H  0.356  -0.459  1.585
H  -1.236  1.100  2.986
H  -1.889  -0.436  2.341

Atomic forces in eV per Å
H -0.313 -0.553 -1.752
N 1.442 1.573 4.740
C 0.122 -1.479 -2.245
N -1.593 -0.011 3.335
N -5.156 0.505 -2.319
C 1.477 1.439 1.236
N -1.366 0.855 1.204
H 1.702 -1.727 -1.826
N -1.615 -1.149 -1.882
N 0.957 0.390 2.251
H 0.633 0.214 -1.487
H 2.246 1.483 0.768
H 1.780 -1.425 -0.550
H -0.594 0.259 0.668
H -0.599 -1.820 -2.055
H 0.877 1.447 -0.085

These are the Löwdin partial charges, in e, on atoms 1 to 2: 0.05 0.07

(3)
2 unconnected molecules or ions with the total composition C2H8NO. Source: OMol25; level of theory: ωB97M-V/def2-TZVPD.

Kohn-Sham gap, Ha: 0.252
HOMO energy, Ha: -0.0889
Energy relative to the best compared isomer or geometry (same formula, charge and spin), kcal per mole: 7.5
Net charge: -1
M, g mol⁻¹: 62.09

Cartesian coordinates (Å):
N  1.351  -1.589  -1.604
C  1.346  -0.704  -0.356
O  0.166  -0.259  0.030
H  0.914  -2.466  -1.327
H  0.713  -1.177  -2.280
H  1.904  -1.379  0.344
H  2.066  0.095  -0.683
C  -1.703  1.496  1.172
H  -1.378  0.661  1.785
H  -1.972  1.147  0.182
H  -0.852  2.166  1.095
H  -2.555  2.009  1.643

Atomic forces in eV per Å
N 0.212 -0.326 -0.017
C -0.005 -0.027 -0.933
O 0.193 -0.219 0.145
H -0.159 0.070 -0.063
H -0.082 0.119 0.184
H -0.014 0.217 0.276
H 0.014 0.033 0.324
C -0.340 0.336 0.431
H -0.065 -0.144 -0.173
H 0.119 -0.143 -0.009
H -0.009 0.093 -0.105
H 0.138 -0.008 -0.059

These are the Löwdin partial charges, in e, on atoms 1 to 2: -0.07 -0.64

(4)
2 unconnected molecules or ions with the total composition C2H8NO. Source: OMol25; level of theory: ωB97M-V/def2-TZVPD.

Kohn-Sham gap, Ha: 0.267
HOMO energy, Ha: -0.1030
Energy relative to the best compared isomer or geometry (same formula, charge and spin), kcal per mole: 14.1
Net charge: -1
M, g mol⁻¹: 62.09

Cartesian coordinates (Å):
O  -1.410  1.323  1.663
H  -2.071  1.812  2.174
C  0.412  0.509  -1.274
N  -0.301  -0.186  -0.244
C  0.392  -1.279  0.350
H  0.355  1.588  -1.127
H  0.063  0.277  -2.284
H  1.504  0.292  -1.278
H  -0.759  0.464  0.438
H  1.342  -1.019  0.879
H  -0.227  -1.759  1.099
H  0.698  -2.022  -0.398

Atomic forces in eV per Å
O -0.133 0.310 0.395
H 0.230 -0.212 -0.312
C 0.824 0.079 0.109
N -0.393 0.169 -0.209
C 0.667 0.013 0.210
H -0.249 0.135 -0.049
H -0.114 -0.030 -0.205
H -0.271 -0.062 0.098
H 0.041 -0.331 0.067
H -0.148 0.188 -0.110
H -0.250 -0.142 0.065
H -0.204 -0.115 -0.058

These are the Löwdin partial charges, in e, on atoms 1 to 2: -0.57 -0.18

(5)
2 unconnected molecules or ions with the total composition C2H8NO in a non-equilibrium geometry. Source: OMol25; level of theory: ωB97M-V/def2-TZVPD.

Kohn-Sham gap (alpha / beta), Ha: 0.126 / 0.279
HOMO energy (alpha / beta), Ha: 0.1620 / 0.0056
Multiplicity: 2
Energy relative to the best compared isomer or geometry (same formula, charge and spin), kcal per mole: 22.7
Net charge: -2
M, g mol⁻¹: 62.09
<S²>: 0.75

Cartesian coordinates (Å):
O  2.315  1.307  1.597
H  2.262  0.790  2.408
C  0.700  0.243  -0.505
N  -0.335  -0.579  0.140
C  -1.620  -0.679  -0.615
H  1.350  -0.479  -1.012
H  0.339  1.135  -1.024
H  1.417  0.661  0.312
H  -0.582  -0.204  1.037
H  -2.329  0.055  -0.208
H  -2.003  -1.696  -0.437
H  -1.512  -0.554  -1.691

Atomic forces in eV per Å
O 0.525 0.391 0.518
H -0.009 -0.054 0.060
C 1.183 -0.231 2.190
N -0.569 0.260 -1.092
C 0.739 -0.556 1.199
H -0.205 0.547 -1.017
H -0.116 -0.343 -0.670
H -1.061 -0.509 -0.734
H 0.218 0.246 0.274
H -0.308 -0.021 -0.437
H -0.474 0.154 -0.199
H 0.075 0.116 -0.093

These are the Löwdin partial charges, in e, on atoms 1 to 2: -0.62 -0.19

(6)
2 unconnected molecules or ions with the total composition C2H8NO in a non-equilibrium geometry. Source: OMol25; level of theory: ωB97M-V/def2-TZVPD.

Kohn-Sham gap (alpha / beta), Ha: 0.125 / 0.293
HOMO energy (alpha / beta), Ha: 0.1609 / -0.0062
Multiplicity: 2
Energy relative to the best compared isomer or geometry (same formula, charge and spin), kcal per mole: 5.3
Net charge: -2
M, g mol⁻¹: 62.09
<S²>: 0.75

Cartesian coordinates (Å):
O  -2.960  -1.085  0.629
H  -3.616  -0.429  0.900
C  1.837  0.432  -0.278
C  0.430  0.199  0.295
N  -0.669  0.094  -0.664
H  2.272  -0.439  -0.822
H  2.480  0.625  0.590
H  1.715  1.128  -1.112
H  0.271  0.970  1.033
H  0.413  -0.724  0.889
H  -1.594  -0.043  -0.211
H  -0.579  -0.727  -1.249

Atomic forces in eV per Å
O -0.315 0.136 0.056
H 0.004 -0.085 0.005
C -0.837 -0.938 -0.378
C -0.100 -1.543 -0.016
N -0.253 1.065 -0.510
H -0.305 0.058 0.403
H 0.388 0.497 -0.550
H 0.617 0.655 0.365
H -0.475 0.594 -0.019
H 0.422 -0.080 0.284
H 0.468 -0.304 0.257
H 0.386 -0.057 0.104

These are the Löwdin partial charges, in e, on atoms 1 to 2: -0.64 -0.21

(7)
2 unconnected molecules or ions with the total composition C2H8NO2 in a non-equilibrium geometry. Source: OMol25; level of theory: ωB97M-V/def2-TZVPD.

Kohn-Sham gap, Ha: 0.290
HOMO energy, Ha: -0.1297
Energy relative to the best compared isomer or geometry (same formula, charge and spin), kcal per mole: 11.9
Net charge: -1
M, g mol⁻¹: 78.09

Cartesian coordinates (Å):
C  0.510  0.234  1.064
O  0.205  1.449  0.410
C  0.351  -1.128  0.298
N  0.413  -1.058  -1.145
H  -0.194  0.133  1.959
H  1.494  0.388  1.485
H  -0.574  -1.542  0.719
H  1.163  -1.779  0.606
H  1.293  -0.654  -1.453
H  -0.281  -0.402  -1.535
H  -2.064  1.946  -0.854
H  -0.535  1.302  -0.317
O  -1.784  1.112  -1.238

Atomic forces in eV per Å
C -1.525 0.634 1.000
O 0.167 -0.814 -0.598
C 0.274 1.316 0.353
N -0.509 0.157 -0.885
H 0.753 0.045 -0.602
H 0.612 -0.313 0.061
H 0.010 -0.227 -0.913
H 0.175 -0.233 0.317
H 0.056 -0.149 0.357
H -0.109 -0.263 0.577
H -0.344 0.154 -0.111
H -0.159 -0.206 0.254
O 0.597 -0.101 0.189

These are the Löwdin partial charges, in e, on atoms 1 to 2: -0.31 -0.18

(8)
2 unconnected molecules or ions with the total composition C2H8NO2 in a non-equilibrium geometry. Source: OMol25; level of theory: ωB97M-V/def2-TZVPD.

Kohn-Sham gap, Ha: 0.285
HOMO energy, Ha: -0.1209
Energy relative to the best compared isomer or geometry (same formula, charge and spin), kcal per mole: 31.4
Net charge: -1
M, g mol⁻¹: 78.09

Cartesian coordinates (Å):
C  -0.277  -0.776  2.209
O  0.181  0.528  1.985
H  -0.264  -0.917  3.332
H  -1.346  -0.857  1.834
H  0.233  -1.607  1.568
N  0.100  0.423  -2.610
C  0.350  0.118  -1.202
O  0.419  1.210  -0.376
H  -0.893  0.396  -2.991
H  0.179  1.496  -2.743
H  -0.384  -0.519  -0.791
H  1.287  -0.479  -1.192
H  0.415  0.985  0.978

Atomic forces in eV per Å
C -0.517 0.548 -1.461
O 0.706 0.380 0.648
H 0.103 -0.539 -1.212
H 0.548 -0.121 0.639
H -0.191 1.081 1.398
N -1.565 2.931 -2.426
C 0.959 0.988 1.129
O 0.461 0.795 -0.470
H 1.165 -0.790 1.399
H 0.657 -2.132 0.770
H -1.465 -1.422 -0.010
H 0.089 0.171 -0.097
H -0.951 -1.889 -0.308

These are the Löwdin partial charges, in e, on atoms 1 to 2: -0.29 -0.28

(9)
A molecular structure, C2H8NO2 in a non-equilibrium geometry. Source: OMol25; level of theory: ωB97M-V/def2-TZVPD.

Kohn-Sham gap, Ha: 0.299
HOMO energy, Ha: -0.1312
Energy relative to the best compared isomer or geometry (same formula, charge and spin), kcal per mole: 23.1
Net charge: -1
M, g mol⁻¹: 78.09

Cartesian coordinates (Å):
C  0.630  1.555  1.891
O  1.087  0.880  0.702
H  0.446  0.793  2.663
H  -0.232  2.136  1.761
H  1.393  2.214  2.246
N  -0.360  -1.404  -2.293
C  -0.850  -0.619  -1.096
O  -0.266  -1.019  0.096
H  -0.594  -2.389  -2.018
H  0.698  -1.590  -2.211
H  -1.870  -0.855  -1.019
H  -0.461  0.397  -1.185
H  0.379  -0.098  0.464

Atomic forces in eV per Å
C 1.664 -2.749 -1.421
O -0.610 0.976 1.117
H -0.184 0.228 0.274
H -1.717 0.911 -0.374
H 0.792 0.605 0.424
N 1.388 -1.984 0.741
C 3.609 -0.818 0.663
O -0.186 -0.523 0.240
H -0.407 0.926 -0.452
H -1.711 1.349 0.062
H -1.880 0.501 -0.460
H -1.081 0.533 -0.819
H 0.322 0.046 0.004

These are the Löwdin partial charges, in e, on atoms 1 to 2: -0.26 -0.33

(10)
2 unconnected molecules or ions with the total composition C2H8NO2 in a non-equilibrium geometry. Source: OMol25; level of theory: ωB97M-V/def2-TZVPD.

Kohn-Sham gap, Ha: 0.266
HOMO energy, Ha: -0.0968
Energy relative to the best compared isomer or geometry (same formula, charge and spin), kcal per mole: 25.4
Net charge: -1
M, g mol⁻¹: 78.09

Cartesian coordinates (Å):
N  -0.907  1.529  0.792
C  -1.117  0.091  1.131
O  -0.937  -0.670  0.055
H  -1.452  2.026  0.103
H  -0.789  2.157  1.549
H  -0.425  -0.115  1.981
H  -2.123  -0.116  1.573
C  1.425  -1.154  -1.273
O  1.474  0.160  -0.715
H  0.776  -1.234  -2.156
H  2.477  -1.308  -1.537
H  1.193  -1.966  -0.537
H  0.544  0.310  -0.393

Atomic forces in eV per Å
N 0.564 0.335 -0.112
C -0.869 -0.348 -0.574
O 0.064 -0.017 -0.098
H -0.493 -0.863 -0.241
H 0.200 0.373 1.088
H 0.345 0.293 0.037
H -0.256 0.459 0.142
C 1.149 0.166 0.783
O -0.724 -0.543 -0.232
H 0.058 -0.013 0.267
H -0.034 -0.339 -0.553
H -0.291 0.830 -0.481
H 0.287 -0.332 -0.025

These are the Löwdin partial charges, in e, on atoms 1 to 2: -0.02 -0.60

(11)
C2H8NO2PS in the gas phase in a non-equilibrium geometry. Source: OMol25; level of theory: ωB97M-V/def2-TZVPD.

Kohn-Sham gap, Ha: 0.368
HOMO energy, Ha: -0.3500
Energy relative to the best compared isomer or geometry (same formula, charge and spin), kcal per mole: 43.3
Structure (SMILES): C[C@H](N)[P@@](=O)(O)S
M, g mol⁻¹: 141.13

Cartesian coordinates (Å):
C  1.303  -0.672  -0.149
C  0.181  0.265  -0.439
N  0.581  1.523  0.042
P  -1.448  -0.496  0.141
O  -1.843  -1.964  -0.352
O  -1.215  -0.415  1.717
S  -2.855  1.004  -0.238
H  1.274  -1.024  0.861
H  1.368  -1.688  -0.841
H  2.252  -0.175  -0.354
H  -0.061  0.434  -1.483
H  -0.075  2.237  -0.190
H  0.466  1.583  1.079
H  -1.170  -1.261  2.085
H  -3.078  0.447  -1.402

Atomic forces in eV per Å
C 1.153 -3.488 -2.758
C -1.270 -1.279 -1.118
N -0.551 1.653 2.884
P -0.176 -4.312 -1.651
O 1.455 5.234 1.529
O -0.354 2.235 -0.455
S 0.056 0.244 0.928
H 0.117 -0.076 0.731
H -0.630 2.574 1.700
H -0.108 0.077 0.236
H 0.466 -0.446 -0.582
H -0.583 0.699 -0.935
H 0.726 -0.507 -0.714
H -0.039 -2.257 1.086
H -0.261 -0.351 -0.881

These are the Löwdin partial charges, in e, on atoms 1 to 2: -0.12 -0.60

(12)
C2H8NO2PS in the gas phase in a non-equilibrium geometry. Source: OMol25; level of theory: ωB97M-V/def2-TZVPD.

Kohn-Sham gap, Ha: 0.348
HOMO energy, Ha: -0.3215
Energy relative to the best compared isomer or geometry (same formula, charge and spin), kcal per mole: 131.2
M, g mol⁻¹: 141.13

Cartesian coordinates (Å):
C  1.709  2.061  -1.575
C  -0.282  -2.882  0.988
N  0.443  1.714  -1.055
O  -0.697  -0.297  0.264
O  -2.039  -1.331  2.156
P  -0.595  1.310  -0.038
S  -1.652  -1.603  0.822
H  2.228  1.162  -1.590
H  1.654  2.381  -2.589
H  2.265  2.878  -1.027
H  -0.919  -3.609  1.600
H  -0.052  -3.118  -0.077
H  0.407  -2.170  1.458
H  -0.622  1.803  1.186
H  -1.846  1.701  -0.525

Atomic forces in eV per Å
C -0.085 1.207 1.146
C -2.274 1.752 -0.640
N -1.520 0.457 0.854
O 0.251 -0.821 0.272
O -0.656 0.563 2.681
P 0.398 -0.716 -3.089
S 0.599 -0.002 -3.063
H 1.883 -1.396 -0.010
H -0.345 0.406 -0.924
H -0.542 -0.940 -0.208
H 1.720 0.657 -0.787
H 0.149 -0.343 1.109
H 0.445 -1.172 0.311
H 0.254 0.768 2.221
H -0.277 -0.419 0.127

These are the Löwdin partial charges, in e, on atoms 1 to 2: -0.22 -0.20